Entry 1:
ORCA calculation (the ωB97M-V functional and the def2-TZVPD basis) on a cluster of 2 separate species, CH4IOP in total.

Element x y z (Å)
C  0.54  0.57  0.07
O  -0.50  1.36  -0.31
P  -0.39  -2.14  -0.53
I  -0.74  -1.48  -2.85
H  0.71  0.34  1.11
H  1.51  0.74  -0.47
H  -0.83  1.21  -1.14
H  -1.47  -1.27  -0.02

Computed properties:
E_tot in hartree: -754.68341
Orbital gap (spin up / spin down) in eV: 7.30 / 8.24
LUMO energy (spin up / spin down) in eV: -1.02 / 0.01
HOMO (spin up / spin down) in eV: -8.32 / -8.22
F_max in eV/Å: 4.5
ΔE to the lowest compared entry with this formula, charge and spin in kJ/mol: 260.0
Molecular weight in g/mol: 189.92

Here are the Mulliken charges for atoms 1 to 5, given in e: atom 1 (C): -0.454, atom 2 (O): -0.392, atom 3 (P): -0.085, atom 4 (I): -0.068, atom 5 (H): 0.339


Entry 2:
ORCA calculation (the ωB97M-V functional and the def2-TZVPD basis) on a structure of composition C34H39N5O3P2STi.

Element x y z (Å)
Ti  1.87  -0.81  -2.88
C  3.61  -2.05  -4.33
C  4.28  -1.22  -3.45
C  5.06  0.00  -3.97
C  4.09  0.92  -4.71
C  2.66  0.86  -4.14
C  1.60  0.05  -4.74
C  1.85  -1.00  -5.82
C  3.23  -1.66  -5.75
C  -0.41  -0.72  -2.92
H  3.85  -3.14  -4.25
H  4.82  -1.68  -2.60
H  5.90  -0.27  -4.66
H  5.59  0.48  -3.13
H  4.52  1.94  -4.62
H  4.10  0.72  -5.80
H  2.43  1.92  -3.98
H  0.62  0.47  -4.85
H  1.66  -0.67  -6.86
H  1.08  -1.77  -5.70
H  3.20  -2.59  -6.33
H  3.99  -1.03  -6.23
H  -0.92  -1.69  -3.15
H  -1.01  0.01  -3.47
H  -0.60  -0.56  -1.86
P  1.72  1.90  -1.47
P  3.56  1.05  1.44
N  1.09  3.18  -2.89
N  1.34  3.03  -0.27
N  1.71  -2.90  -2.56
N  3.80  -0.61  1.64
C  3.53  1.95  -1.35
C  4.28  1.18  -0.22
C  0.18  2.81  -3.89
C  0.12  3.79  -4.88
C  0.99  4.84  -4.47
C  1.55  4.45  -3.24
C  0.02  3.45  -0.06
C  0.05  4.62  0.65
C  1.43  4.98  0.86
C  2.20  4.01  0.26
C  0.93  -4.04  -2.75
C  1.72  -5.20  -2.44
C  2.96  -4.72  -1.93
C  2.89  -3.31  -1.94
C  4.67  -1.55  1.08
C  4.69  -2.68  1.88
C  3.76  -2.47  2.95
C  3.19  -1.22  2.74
H  3.88  2.99  -1.40
H  3.91  1.47  -2.26
H  4.29  0.11  -0.51
H  5.32  1.61  -0.16
H  -0.41  1.92  -3.79
H  -0.47  3.74  -5.79
H  1.19  5.76  -5.01
H  2.18  5.02  -2.58
H  -0.78  2.82  -0.42
H  -0.80  5.18  0.99
H  1.81  5.84  1.38
H  3.28  3.89  0.23
H  -0.13  -3.92  -3.01
H  1.36  -6.23  -2.60
H  3.81  -5.33  -1.58
H  3.62  -2.64  -1.48
H  5.25  -1.35  0.19
H  5.28  -3.59  1.70
H  3.54  -3.16  3.76
H  2.40  -0.71  3.28
O  -3.28  -0.66  1.39
S  -1.95  -0.26  1.67
O  -1.70  0.93  2.46
N  -0.97  -0.30  0.33
C  0.06  -1.16  0.42
O  1.08  -1.16  -0.36
C  -0.08  -2.07  1.59
C  0.67  -3.19  1.98
C  0.42  -3.72  3.26
C  -0.59  -3.20  4.09
C  -1.38  -2.13  3.67
C  -1.08  -1.61  2.41
H  1.39  -3.60  1.28
H  1.01  -4.57  3.60
H  -0.76  -3.62  5.09
H  -2.15  -1.68  4.29

Computed properties:
E_tot in hartree: -3748.46103
Orbital gap (spin up / spin down) in eV: 2.72 / 2.84
LUMO energy (spin up / spin down) in eV: -4.19 / -4.17
HOMO (spin up / spin down) in eV: -6.91 / -7.02
Spin multiplicity: 3
F_max in eV/Å: 4.8
ΔE to the lowest compared entry with this formula, charge and spin in kJ/mol: 642.3
<S²>: 2.007
Molecular weight in g/mol: 707.60

Here are the Mulliken charges for atoms 1 to 5, given in e: atom 1 (Ti): 0.166, atom 2 (C): -0.001, atom 3 (C): -0.049, atom 4 (C): -1.167, atom 5 (C): -1.764


Entry 3:
ORCA calculation (the ωB97M-V functional and the def2-TZVPD basis) on a cluster of 2 separate species, C23H37IN3O6P in total.

Element x y z (Å)
C  1.65  3.63  4.56
O  0.81  4.31  3.63
C  1.29  4.18  2.28
C  1.07  2.71  1.82
C  0.30  2.56  0.46
C  0.81  1.40  -0.47
C  1.12  0.06  0.27
C  -0.16  -0.86  0.40
N  -0.61  -1.21  -0.96
C  -0.41  -2.61  -1.31
C  1.10  -3.03  -1.22
C  1.31  -4.44  -1.83
O  0.39  -5.18  -2.04
N  2.69  -4.87  -2.12
C  3.54  -4.37  -1.05
C  3.34  -4.97  0.22
C  4.08  -4.55  1.35
C  5.03  -3.52  1.15
C  5.23  -2.91  -0.12
C  4.49  -3.33  -1.25
C  -1.93  -0.69  -1.30
C  -3.14  -1.63  -1.00
O  -3.03  -2.32  0.24
C  -4.25  -2.29  0.95
N  -4.12  -3.18  2.14
C  -5.03  -2.98  2.94
O  -5.81  -2.51  3.70
P  -3.56  -2.76  -2.49
O  -5.03  -2.15  -3.07
I  -3.84  -5.06  -1.69
H  1.94  4.28  5.41
H  2.54  3.16  4.08
H  1.06  2.78  4.99
H  0.72  4.88  1.64
H  2.37  4.48  2.24
H  2.07  2.21  1.76
H  0.50  2.13  2.58
H  -0.78  2.49  0.68
H  0.45  3.50  -0.10
H  1.68  1.80  -1.03
H  0.02  1.23  -1.24
H  1.66  0.18  1.22
H  1.81  -0.49  -0.41
H  0.14  -1.72  1.02
H  -0.90  -0.26  0.98
H  -0.76  -2.80  -2.35
H  -0.96  -3.34  -0.67
H  1.75  -2.32  -1.78
H  1.36  -3.03  -0.14
H  3.00  -4.52  -3.02
H  2.57  -5.76  0.34
H  3.89  -5.03  2.32
H  5.63  -3.20  2.01
H  5.98  -2.11  -0.22
H  4.61  -2.87  -2.25
H  -1.92  -0.36  -2.37
H  -2.09  0.23  -0.70
H  -4.04  -0.96  -0.92
H  -5.12  -2.66  0.37
H  -4.38  -1.25  1.34
H  -5.69  -2.27  -2.36
C  -1.84  5.82  -2.90
C  -1.44  5.92  -1.45
O  -1.03  4.96  -0.84
C  -1.57  7.27  -0.79
H  -1.69  4.80  -3.25
H  -2.89  6.08  -3.02
H  -1.22  6.49  -3.50
H  -2.61  7.59  -0.81
H  -0.94  8.00  -1.30
H  -1.25  7.19  0.25

Computed properties:
E_tot in hartree: -2153.26884
Orbital gap in eV: 8.74
LUMO energy in eV: 0.28
SMILES: COCCCCCCN(CCC(=O)Nc1ccccc1)C[C@H](OCN=C=O)P(O)I.CC(C)=O
HOMO in eV: -8.46
F_max in eV/Å: 2.1
Molecular weight in g/mol: 609.44

Here are the Mulliken charges for atoms 1 to 5, given in e: atom 1 (C): -0.673, atom 2 (O): -0.430, atom 3 (C): -0.368, atom 4 (C): -0.351, atom 5 (C): -0.300


Entry 4:
ORCA calculation (the ωB97M-V functional and the def2-TZVPD basis) on a cluster of 16 separate species, C66H175N11O22 in total.

Element x y z (Å)
C  14.13  -10.82  21.89
C  15.21  -11.83  22.35
C  16.34  -12.15  21.27
O  15.86  -12.41  19.99
C  16.42  -13.46  19.29
N  15.72  -11.38  23.62
H  14.55  -9.85  21.64
H  13.35  -10.69  22.64
H  13.75  -11.26  20.97
H  14.59  -12.73  22.39
H  16.90  -13.00  21.66
H  17.16  -11.42  21.24
H  16.15  -13.43  18.23
H  16.13  -14.43  19.70
H  17.51  -13.48  19.38
H  16.48  -12.01  23.82
H  16.17  -10.49  23.46
C  12.38  -14.78  21.24
C  13.49  -15.83  21.04
C  13.45  -16.83  22.25
O  14.33  -17.95  21.99
C  14.10  -18.98  22.92
N  13.15  -16.50  19.79
H  12.43  -13.99  20.50
H  12.44  -14.32  22.22
H  11.38  -15.23  21.21
H  14.50  -15.46  20.91
H  12.46  -17.29  22.25
H  13.57  -16.37  23.23
H  13.07  -19.33  22.85
H  14.37  -18.61  23.90
H  14.78  -19.80  22.67
H  13.59  -17.39  19.64
H  13.46  -15.97  18.99
C  16.46  -19.07  17.08
C  15.15  -19.83  17.15
C  14.60  -19.87  18.61
O  13.73  -21.00  18.81
C  13.49  -21.27  20.18
N  14.18  -19.13  16.29
H  17.22  -19.50  17.73
H  16.48  -18.07  17.53
H  16.91  -19.00  16.09
H  15.38  -20.79  16.68
H  14.03  -18.99  18.90
H  15.37  -19.77  19.38
H  13.05  -22.27  20.22
H  12.74  -20.57  20.55
H  14.35  -21.23  20.84
H  13.30  -19.61  16.38
H  14.10  -18.24  16.77
C  22.63  -14.15  18.13
C  21.41  -13.38  18.70
C  21.89  -12.23  19.62
O  20.82  -11.36  19.93
C  20.05  -11.67  21.07
N  20.68  -12.84  17.56
H  23.17  -14.69  18.91
H  23.29  -13.48  17.56
H  22.30  -14.82  17.34
H  20.78  -14.07  19.26
H  22.67  -11.73  19.05
H  22.34  -12.70  20.49
H  19.45  -10.77  21.19
H  20.60  -11.69  22.01
H  19.36  -12.50  20.93
H  20.11  -12.14  18.02
H  21.37  -12.31  17.06
C  21.76  -15.22  22.40
C  21.77  -16.55  23.07
C  20.75  -16.69  24.29
O  21.04  -15.82  25.42
C  22.21  -16.11  26.15
N  21.48  -17.52  22.04
H  20.84  -15.04  21.84
H  22.53  -15.17  21.62
H  22.04  -14.39  23.06
H  22.77  -16.67  23.48
H  20.79  -17.73  24.60
H  19.70  -16.48  24.05
H  23.13  -16.13  25.56
H  22.02  -17.08  26.60
H  22.39  -15.30  26.86
H  20.50  -17.38  21.82
H  21.40  -18.40  22.53
C  24.37  -18.24  14.94
C  24.49  -19.66  15.56
O  25.06  -20.58  14.60
H  23.84  -18.42  14.00
H  25.37  -17.92  14.65
H  23.86  -17.45  15.48
H  23.53  -20.07  15.89
H  25.11  -19.64  16.45
H  24.91  -21.47  14.92
C  19.51  -25.45  21.95
C  20.89  -24.87  22.36
O  21.02  -23.69  21.54
H  19.71  -25.61  20.89
H  18.69  -24.79  22.21
H  19.37  -26.42  22.44
H  21.71  -25.55  22.16
H  20.86  -24.53  23.40
H  21.93  -23.38  21.46
C  25.44  -14.80  15.12
C  26.06  -13.40  15.09
O  25.07  -12.40  14.86
H  24.98  -15.08  14.17
H  24.66  -14.88  15.87
H  26.13  -15.56  15.47
H  26.67  -13.42  14.19
H  26.63  -13.18  15.99
H  24.68  -12.59  14.01
C  22.66  -22.63  13.98
C  23.48  -23.76  14.70
O  24.60  -23.26  15.37
H  22.14  -22.01  14.71
H  22.02  -23.06  13.21
H  23.36  -22.02  13.40
H  23.78  -24.46  13.92
H  22.87  -24.27  15.44
H  25.35  -23.81  15.13
C  20.97  -18.42  18.66
C  20.43  -16.97  18.71
O  19.02  -17.08  18.90
H  20.95  -18.97  19.60
H  21.95  -18.46  18.19
H  20.29  -19.00  18.03
H  20.54  -16.53  17.72
H  20.91  -16.37  19.48
H  18.91  -17.16  19.85
C  27.03  -21.96  17.85
O  26.06  -22.34  18.79
C  24.76  -21.79  18.66
C  23.71  -22.51  19.56
N  23.88  -22.50  21.05
C  23.85  -21.15  21.57
C  24.03  -21.13  23.11
O  25.35  -21.41  23.32
C  25.74  -21.54  24.69
H  27.25  -20.91  18.02
H  26.75  -22.16  16.82
H  27.92  -22.59  17.92
H  24.41  -21.67  17.64
H  24.83  -20.75  19.00
H  23.62  -23.53  19.20
H  22.71  -22.15  19.30
H  24.74  -22.95  21.33
H  22.89  -20.66  21.37
H  24.67  -20.59  21.12
H  23.39  -21.89  23.56
H  23.90  -20.14  23.55
H  26.81  -21.31  24.76
H  25.64  -22.55  25.08
H  25.28  -20.83  25.38
C  24.25  -17.64  19.90
O  25.03  -17.29  18.77
C  26.21  -16.52  19.07
C  25.80  -15.06  19.29
N  26.95  -14.19  19.33
C  26.75  -12.73  19.31
C  26.14  -12.21  20.59
O  26.29  -10.85  20.68
C  25.19  -10.18  20.04
H  23.57  -16.83  20.18
H  24.92  -17.97  20.70
H  23.77  -18.58  19.62
H  26.86  -16.46  18.21
H  26.85  -17.00  19.81
H  25.35  -14.93  20.27
H  25.17  -14.73  18.47
H  27.55  -14.44  18.56
H  26.16  -12.44  18.44
H  27.75  -12.37  19.09
H  26.71  -12.65  21.40
H  25.16  -12.64  20.78
H  24.21  -10.51  20.38
H  25.10  -10.41  18.97
H  25.36  -9.11  20.03
C  21.22  -15.61  14.42
O  19.96  -16.17  14.04
C  18.92  -15.95  15.02
C  18.40  -14.51  15.10
N  17.81  -14.08  13.85
C  17.55  -12.68  13.59
C  17.11  -12.48  12.14
O  18.07  -12.98  11.27
C  17.76  -13.09  9.86
H  21.95  -15.89  13.66
H  21.47  -15.93  15.43
H  21.19  -14.52  14.42
H  19.29  -16.20  16.01
H  18.11  -16.64  14.80
H  19.20  -13.86  15.45
H  17.69  -14.44  15.92
H  18.06  -14.56  13.00
H  18.41  -12.05  13.83
H  16.75  -12.39  14.27
H  17.02  -11.42  11.90
H  16.10  -12.87  12.06
H  16.87  -13.66  9.61
H  18.60  -13.50  9.29
H  17.58  -12.07  9.54
C  17.12  -22.95  20.29
O  17.77  -22.35  19.17
C  19.10  -22.79  18.87
C  19.33  -22.44  17.39
N  18.88  -23.46  16.46
C  19.29  -23.11  15.06
C  19.00  -21.61  14.51
O  20.03  -20.83  15.22
C  19.98  -19.42  14.97
H  17.38  -24.00  20.44
H  16.06  -22.86  20.05
H  17.27  -22.44  21.24
H  19.07  -23.87  18.96
H  19.87  -22.35  19.50
H  20.39  -22.30  17.18
H  18.92  -21.45  17.21
H  17.87  -23.46  16.40
H  18.81  -23.81  14.38
H  20.33  -23.44  14.95
H  18.03  -21.28  14.87
H  19.12  -21.54  13.43
H  19.02  -19.00  15.29
H  20.05  -19.21  13.90
H  20.69  -18.89  15.61
C  11.29  -21.26  16.80
O  11.50  -20.02  16.11
C  10.32  -19.26  15.81
C  10.68  -17.90  15.15
N  11.39  -17.05  16.12
C  11.90  -15.77  15.51
C  12.81  -14.96  16.44
O  13.95  -15.79  16.82
C  14.78  -16.03  15.68
H  12.16  -21.92  16.76
H  10.40  -21.80  16.47
H  11.17  -21.06  17.86
H  9.67  -19.17  16.67
H  9.73  -19.78  15.05
H  9.72  -17.43  14.94
H  11.31  -18.01  14.27
H  12.20  -17.53  16.50
H  11.02  -15.25  15.14
H  12.44  -15.90  14.57
H  12.26  -14.44  17.22
H  13.10  -14.10  15.84
H  15.10  -15.09  15.23
H  14.28  -16.54  14.86
H  15.68  -16.57  15.99
C  17.80  -15.76  22.00
O  18.44  -16.98  21.57
C  17.47  -18.09  21.69
C  18.18  -19.48  21.52
N  19.22  -19.60  22.56
C  19.76  -20.98  22.65
C  20.72  -20.89  23.88
O  20.00  -20.44  25.00
C  19.02  -21.32  25.53
H  18.51  -14.93  22.05
H  17.25  -15.98  22.91
H  17.07  -15.48  21.23
H  16.75  -17.97  20.88
H  16.93  -18.07  22.63
H  18.58  -19.57  20.51
H  17.45  -20.27  21.72
H  18.81  -19.36  23.45
H  20.38  -21.06  21.76
H  19.12  -21.86  22.77
H  21.50  -20.18  23.61
H  21.21  -21.84  24.07
H  19.41  -22.28  25.87
H  18.21  -21.55  24.84
H  18.57  -20.88  26.42

Computed properties:
E_tot in hartree: -4876.66864
Orbital gap in eV: 8.29
LUMO energy in eV: 0.35
HOMO in eV: -7.94
F_max in eV/Å: 3.7
ΔE to the lowest compared entry with this formula, charge and spin in kJ/mol: 0.0
Molecular weight in g/mol: 1475.18

Here are the Mulliken charges for atoms 1 to 5, given in e: atom 1 (C): -1.471, atom 2 (C): 0.597, atom 3 (C): 0.507, atom 4 (O): -0.464, atom 5 (C): 0.233


Entry 5:
ORCA calculation (the ωB97M-V functional and the def2-TZVPD basis) on a cluster of 2 separate species, C3H8O2 in total.

Element x y z (Å)
C  1.64  0.00  -1.62
O  2.08  1.19  -2.28
H  1.14  0.40  -0.75
H  0.88  -0.58  -2.18
H  2.43  -0.76  -1.56
H  2.61  0.92  -3.05
C  -1.64  -0.64  0.91
C  -1.56  0.38  1.75
O  -1.63  0.28  3.11
H  -1.44  -0.46  -0.13
H  -1.97  -1.65  1.15
H  -1.48  1.37  1.31
H  -1.08  -0.46  3.35

Computed properties:
E_tot in hartree: -269.51289
Orbital gap in eV: 10.25
LUMO energy in eV: 0.87
SMILES: C=CO.CO
HOMO in eV: -9.38
F_max in eV/Å: 1.5
ΔE to the lowest compared entry with this formula, charge and spin in kJ/mol: 215.3
Molecular weight in g/mol: 76.09

Here are the Mulliken charges for atoms 1 to 5, given in e: atom 1 (C): -0.382, atom 2 (O): -0.513, atom 3 (H): 0.111, atom 4 (H): 0.223, atom 5 (H): 0.274